(1)
{
  "formula": "C2H5BrS2",
  "method": "ωB97M-V with the def2-TZVPD basis set",
  "elements": ["Br", "S", "S", "C", "C", "H", "H", "H", "H", "H"],
  "coordinates": [[-2.066, -1.762, -0.128], [1.453, -1.380, -0.902], [1.049, 1.554, -0.876], [-1.364, -0.243, 0.695], [1.035, 0.068, 0.028], [-1.942, 0.630, 0.577], [0.228, 2.456, 0.012], [1.310, -0.939, -2.173], [1.394, -0.123, 1.052], [-1.098, -0.261, 1.715]],
  "forces_ev_per_angstrom": [[0.2, 0.1, 0.2], [0.0, 0.4, 0.1], [-1.1, 2.0, 1.7], [1.9, 0.1, -0.5], [-2.0, -1.5, 0.2], [-0.6, 1.0, -1.0], [1.6, -1.9, -1.5], [-0.2, 0.1, 0.4], [-0.2, 0.8, -0.5], [0.3, -1.0, 1.1]],
  "mulliken_charge": [-0.103, -0.144, -0.186, -0.712, -0.258, 0.358, 0.136, 0.139, 0.360, 0.411],
  "e_homo_ev": [-7.555, -7.984],
  "multiplicity": 1,
  "lumo_ev": [-0.009, -0.026],
  "relative_energy_ev": 2.776
}



(2)
{
  "formula": "C16H39BrN2O4P",
  "method": "ωB97M-V with the def2-TZVPD basis set",
  "elements": ["Br", "P", "O", "O", "O", "O", "N", "N", "C", "C", "C", "C", "C", "C", "C", "C", "C", "C", "C", "C", "C", "C", "C", "C", "H", "H", "H", "H", "H", "H", "H", "H", "H", "H", "H", "H", "H", "H", "H", "H", "H", "H", "H", "H", "H", "H", "H", "H", "H", "H", "H", "H", "H", "H", "H", "H", "H", "H", "H", "H", "H", "H", "H"],
  "coordinates": [[3.241, 1.384, 3.181], [-1.284, -1.754, 3.468], [0.103, -1.689, 5.786], [-2.916, -2.262, 3.893], [-1.087, -0.161, 3.616], [-1.077, -2.219, 1.767], [-0.669, -1.876, -2.278], [-0.623, 4.269, -0.052], [0.667, 4.435, -0.729], [1.498, -2.704, 3.848], [-0.423, -1.092, -3.491], [-1.844, -2.750, -2.329], [-0.505, 3.663, 1.277], [0.501, -2.513, -1.668], [1.633, -1.544, -1.337], [-1.756, -4.001, -3.196], [2.045, -1.309, 3.183], [0.605, 5.321, -1.970], [0.010, 2.230, 1.357], [-1.537, 2.411, -1.556], [-1.725, 3.761, -0.872], [0.042, -2.599, 4.594], [2.811, -0.301, 4.248], [0.217, -1.805, -4.677], [1.280, -0.724, -0.702], [0.213, -0.239, -3.225], [0.999, -1.926, 6.208], [-3.490, -1.453, 4.054], [-1.361, -0.629, -3.824], [1.615, 5.482, -2.362], [1.369, 4.914, -0.034], [-2.720, -2.166, -2.641], [1.496, -3.569, 3.036], [0.911, 2.074, 0.757], [1.107, 3.471, -1.004], [2.083, -1.120, -2.239], [-0.750, 1.511, 1.045], [2.289, -3.001, 4.690], [0.266, 1.988, 2.396], [-2.075, -3.067, -1.303], [-0.835, -4.565, -3.026], [1.253, -0.699, 2.576], [0.018, 4.861, -2.770], [2.884, -1.625, 2.395], [2.158, -0.044, 5.191], [-1.475, 3.717, 1.789], [-1.830, -3.760, -4.258], [1.058, -2.440, -4.384], [-0.446, -1.516, 1.395], [0.898, -3.318, -2.296], [0.196, -2.976, -0.720], [-2.594, -4.669, -2.964], [0.176, 6.301, -1.737], [-0.555, 2.309, -2.025], [-2.287, 2.292, -2.345], [-2.643, 3.725, -0.270], [3.806, -0.866, 4.560], [-1.946, 4.505, -1.647], [-0.507, -2.415, -5.221], [-1.677, 1.582, -0.859], [0.603, -1.064, -5.385], [0.161, 4.294, 1.880], [2.426, -2.070, -0.795]],
  "forces_ev_per_angstrom": [[0.0, -1.0, 1.0], [1.9, 3.8, 1.1], [2.3, -0.7, -0.1], [1.9, 1.7, -0.8], [-1.7, -4.6, -1.1], [0.4, 1.5, 2.0], [-0.3, 0.0, -0.1], [-0.1, 0.2, 0.1], [-0.3, 0.1, 0.0], [-0.6, 0.8, 0.4], [0.2, 0.2, 0.4], [0.0, 0.1, 0.4], [0.2, 0.1, 0.1], [-0.1, 0.2, 0.1], [0.0, 0.0, -0.1], [-0.2, -0.3, -0.2], [1.4, 0.0, -0.7], [-0.1, 0.0, 0.0], [0.0, -0.2, 0.3], [-0.2, -0.4, -0.1], [0.1, 0.3, -0.2], [-0.1, -0.6, -1.6], [-0.6, -2.1, -0.1], [0.0, 0.0, -0.4], [0.0, -0.1, -0.1], [0.0, -0.2, 0.1], [-2.2, 0.4, -0.9], [1.5, -1.2, -0.5], [0.0, -0.2, 0.2], [-0.1, -0.1, 0.1], [-0.2, -0.2, 0.1], [0.2, 0.1, 0.0], [-0.1, 1.9, 1.7], [0.0, 0.1, 0.0], [0.1, -0.1, -0.1], [0.0, 0.0, 0.1], [0.1, 0.0, 0.1], [-1.6, 0.4, -1.7], [-0.1, 0.0, -0.2], [0.2, 0.1, -0.1], [-0.1, 0.1, 0.0], [1.3, -1.2, 1.5], [0.0, 0.1, 0.0], [-1.6, 0.8, 1.5], [1.3, -0.3, -2.2], [0.0, 0.0, -0.3], [0.1, -0.1, 0.0], [-0.1, 0.0, 0.0], [-1.4, -1.3, 1.0], [0.1, -0.1, -0.1], [-0.2, 0.0, -0.2], [0.1, 0.1, 0.0], [0.0, -0.1, 0.0], [0.0, 0.0, 0.1], [0.1, 0.0, 0.0], [0.3, 0.0, 0.2], [-1.9, 1.7, -0.6], [0.2, 0.0, 0.1], [0.1, -0.1, 0.1], [0.2, 0.0, -0.1], [0.0, -0.1, 0.1], [0.0, 0.1, -0.2], [-0.1, 0.0, -0.1]],
  "mulliken_charge": [-0.289, 0.828, -0.440, -0.553, -0.638, -0.475, 0.377, 0.211, -0.239, -0.712, -0.566, -0.631, -1.362, -0.503, -1.317, -0.995, 0.392, -1.465, -0.197, -0.720, -0.940, -0.645, -0.527, -1.201, 0.141, 0.211, 0.283, 0.318, 0.427, 0.440, 0.463, 0.425, 0.280, 0.299, 0.188, 0.360, 0.063, 0.330, 0.316, 0.265, 0.249, -0.414, 0.280, 0.264, 0.313, 0.320, 0.214, 0.253, 0.296, 0.223, 0.527, 0.429, 0.326, 0.170, 0.459, 0.316, 0.373, 0.364, 0.288, 0.272, 0.399, 0.447, 0.426],
  "e_homo_ev": -2.351,
  "multiplicity": 1,
  "lumo_ev": 2.614,
  "total_charge": -1
}



(3)
{
  "formula": "C3H2Cl4OS",
  "method": "ωB97M-V with the def2-TZVPD basis set",
  "elements": ["Cl", "Cl", "Cl", "Cl", "S", "O", "C", "C", "C", "H", "H"],
  "coordinates": [[1.500, 0.873, -1.656], [-0.969, 1.338, -3.076], [0.692, 1.110, 3.690], [0.149, -1.987, -0.616], [-0.530, 1.298, 1.123], [0.933, -0.693, 1.932], [0.333, 0.423, 2.164], [-0.106, 0.305, -2.036], [-0.728, -0.738, -1.423], [0.505, -1.063, 1.170], [-1.779, -0.866, -1.272]],
  "forces_ev_per_angstrom": [[-0.6, -0.8, -0.5], [-0.3, 0.2, 0.0], [0.4, -0.3, 0.7], [0.1, -0.1, -0.2], [-0.8, 0.1, -0.2], [0.7, -0.5, 1.8], [-0.1, 1.9, -0.1], [-0.3, -1.0, 1.2], [1.5, 1.2, -0.7], [-0.2, -0.7, -1.4], [-0.4, 0.1, -0.8]],
  "mulliken_charge": [-0.096, -0.147, -0.140, -0.206, -0.300, -0.259, 0.497, 0.470, -0.405, 0.216, 0.370],
  "smiles": "ClC=C(Cl)Cl.OC(=S)Cl",
  "e_homo_ev": -8.968,
  "multiplicity": 1,
  "lumo_ev": 0.102
}



(4)
{
  "formula": "C2H8IN2",
  "method": "ωB97M-V with the def2-TZVPD basis set",
  "elements": ["I", "N", "N", "C", "C", "H", "H", "H", "H", "H", "H", "H", "H"],
  "coordinates": [[-2.213, -0.101, 0.217], [1.080, 2.538, 0.136], [-0.298, -2.533, -0.368], [-0.365, 0.693, 0.555], [0.104, 1.700, -0.251], [-1.127, -1.947, 0.110], [1.289, 2.504, 1.112], [-0.048, -3.251, 0.273], [-0.096, 0.533, 1.696], [-0.257, 1.940, -1.271], [0.600, -2.087, -0.496], [-0.270, -3.069, -1.238], [1.602, 3.080, -0.475]],
  "forces_ev_per_angstrom": [[-1.3, 0.0, -0.1], [-1.1, -1.3, 1.4], [1.3, -1.1, 0.0], [0.9, 0.7, 1.8], [-0.1, -0.3, 0.0], [0.7, -0.2, -1.7], [0.6, 0.3, 0.2], [0.1, -1.0, 1.3], [-0.1, 0.7, -2.7], [-0.1, -0.7, 0.7], [0.1, 1.5, 0.5], [-1.8, 0.3, -0.4], [0.9, 1.0, -1.0]],
  "mulliken_charge": [0.109, -0.351, -0.417, -0.794, 0.211, 0.117, 0.192, 0.368, 0.301, 0.329, 0.367, 0.362, 0.207],
  "e_homo_ev": -11.861,
  "multiplicity": 1,
  "lumo_ev": -3.547,
  "relative_energy_ev": 1.630,
  "total_charge": 1
}



(5)
{
  "formula": "C3H13NO2",
  "method": "ωB97M-V with the def2-TZVPD basis set",
  "elements": ["O", "O", "N", "C", "C", "C", "H", "H", "H", "H", "H", "H", "H", "H", "H", "H", "H", "H", "H"],
  "coordinates": [[0.872, -0.886, 1.801], [3.143, 0.260, -0.686], [-0.981, 0.077, -0.036], [-2.000, 1.084, 0.250], [-1.577, -1.118, -0.634], [0.023, 0.674, -0.924], [0.618, -0.065, -1.449], [-1.559, 1.991, 0.645], [2.645, -0.292, -0.071], [-1.969, -0.896, -1.623], [0.563, -1.102, 2.697], [3.918, 0.498, -0.169], [0.093, -0.415, 1.445], [-0.821, -1.897, -0.698], [-2.544, 1.304, -0.690], [0.649, 1.322, -0.311], [-0.476, 1.310, -1.667], [-2.440, -1.428, -0.044], [-2.796, 0.654, 0.856]],
  "forces_ev_per_angstrom": [[-0.3, 0.0, 0.9], [0.1, -0.1, 0.2], [0.0, 0.0, 0.1], [-0.6, -0.9, -1.1], [-0.1, 0.6, 0.3], [-0.5, 0.4, 0.4], [0.1, -0.1, 0.2], [-0.1, 0.1, 0.2], [-0.2, 0.0, 0.0], [0.0, 0.0, -0.5], [0.5, -0.1, -0.3], [0.1, 0.1, -0.1], [0.0, 0.0, -0.7], [-0.1, -0.1, 0.0], [0.3, 0.4, 0.0], [0.3, -0.1, -0.2], [0.1, -0.1, -0.2], [0.2, -0.2, 0.2], [0.3, 0.2, 0.6]],
  "mulliken_charge": [-0.644, -0.633, -0.057, -1.040, -0.967, -1.164, 0.378, 0.320, 0.321, 0.376, 0.305, 0.299, 0.449, 0.276, 0.373, 0.373, 0.385, 0.349, 0.303],
  "smiles": "CN(C)C.O.O",
  "e_homo_ev": -9.002,
  "multiplicity": 1,
  "lumo_ev": 0.852,
  "relative_energy_ev": 0.873
}



(6)
{
  "formula": "C2H7F2NSi",
  "method": "ωB97M-V with the def2-TZVPD basis set",
  "elements": ["Si", "F", "F", "N", "C", "C", "H", "H", "H", "H", "H", "H", "H"],
  "coordinates": [[-0.526, -0.697, -0.859], [-1.819, -1.660, -0.898], [-0.185, -0.202, -2.702], [-1.061, 0.700, 0.025], [-0.291, 1.404, 0.992], [1.055, -1.337, -0.025], [0.953, -1.847, 0.871], [0.735, 1.637, 0.570], [1.614, -1.911, -0.725], [-1.366, 1.357, -0.678], [1.641, -0.475, 0.250], [-0.621, 2.318, 1.336], [-0.128, 0.712, 1.844]],
  "forces_ev_per_angstrom": [[0.4, 1.3, -1.7], [1.1, 0.3, -0.5], [-0.8, -1.3, 4.5], [-0.7, -0.3, -2.0], [3.8, -2.4, 0.0], [-0.9, 1.3, -2.0], [-0.7, -1.3, 1.6], [-0.7, -0.1, 0.6], [0.6, -0.6, -0.5], [-0.6, 0.3, -0.1], [0.3, 0.6, -0.2], [-1.6, 1.8, 0.6], [0.0, 0.7, -0.2]],
  "mulliken_charge": [0.689, -0.250, -0.457, -0.326, -0.799, -1.049, 0.394, 0.292, 0.320, 0.279, 0.297, 0.346, 0.265],
  "smiles": "CN[Si](C)(F)F",
  "e_homo_ev": -9.859,
  "multiplicity": 1,
  "lumo_ev": 0.683,
  "relative_energy_ev": 0.876
}